(1)
{
  "formula": "C48H55N5O6S3SeTi",
  "method": "ωB97M-V/def2-TZVPD",
  "symbols": ["Ti", "C", "C", "N", "C", "C", "S", "C", "C", "N", "H", "H", "H", "H", "H", "H", "H", "H", "H", "H", "H", "H", "H", "H", "C", "C", "C", "C", "C", "C", "C", "S", "O", "C", "C", "C", "C", "C", "C", "C", "C", "C", "C", "C", "C", "C", "C", "C", "C", "C", "C", "C", "C", "S", "O", "C", "C", "C", "C", "C", "C", "C", "H", "H", "H", "H", "H", "H", "H", "H", "H", "H", "H", "H", "H", "H", "H", "H", "H", "H", "H", "H", "H", "H", "H", "H", "H", "H", "C", "C", "N", "H", "H", "H", "O", "Se", "O", "O", "O", "C", "C", "N", "C", "C", "N", "C", "C", "H", "H", "H", "H", "H", "H", "H", "H", "H", "H", "H", "H"],
  "xyz": [[-0.5894, -1.0546, -2.0180], [-0.4921, -4.1912, -4.3492], [0.4880, -4.0738, -3.1850], [-0.1719, -3.4895, -2.0028], [-1.2317, -4.3643, -1.4688], [-2.6629, -4.0473, -1.9431], [-3.0237, -2.3003, -2.3805], [-3.6249, -2.5129, -4.1051], [-2.5655, -3.0904, -5.0689], [-1.2239, -2.9387, -4.5235], [0.0631, -4.4851, -5.2490], [-1.2079, -4.9884, -4.1374], [0.8844, -5.0712, -2.9555], [1.3342, -3.4390, -3.4549], [0.5682, -3.4050, -1.2998], [-1.0340, -5.4079, -1.7484], [-1.2167, -4.3193, -0.3785], [-2.9260, -4.6098, -2.8334], [-3.3686, -4.3130, -1.1539], [-4.5139, -3.1435, -4.0659], [-3.9403, -1.5141, -4.4069], [-2.7826, -4.1492, -5.2360], [-2.6768, -2.5897, -6.0349], [-0.6597, -2.3063, -5.0802], [7.4280, -2.1150, 3.7572], [6.1018, -1.7759, 3.1612], [5.8127, -2.0723, 1.8317], [4.5751, -1.7702, 1.2925], [3.6346, -1.1371, 2.0878], [3.8942, -0.8330, 3.4112], [5.1287, -1.1554, 3.9411], [2.0125, -0.7957, 1.3768], [1.0973, -0.6972, 2.5571], [2.3184, 0.8964, 0.8392], [3.2822, 1.0318, -0.1733], [3.5153, 2.2475, -0.7481], [2.7505, 3.3736, -0.3714], [2.9461, 4.6364, -0.9704], [2.2110, 5.7210, -0.5787], [1.2383, 5.5858, 0.4230], [1.0250, 4.3757, 1.0252], [1.7762, 3.2393, 0.6524], [1.5871, 1.9675, 1.2789], [0.7527, 1.9800, 2.4982], [1.3734, 2.5179, 3.6632], [2.7574, 2.7951, 3.7125], [3.3497, 3.1744, 4.8847], [2.5962, 3.3053, 6.0604], [1.2467, 3.0884, 6.0355], [0.6050, 2.6987, 4.8430], [-0.7861, 2.4750, 4.7880], [-1.3621, 1.9354, 3.6746], [-0.5811, 1.6381, 2.5430], [-1.1614, 0.3307, 1.4160], [-1.2851, 0.7564, -0.0207], [-2.8735, 0.0998, 1.9529], [-3.1330, -0.5505, 3.1549], [-4.4283, -0.9216, 3.4646], [-5.4774, -0.6649, 2.5834], [-6.8675, -1.1152, 2.8863], [-5.2026, 0.0231, 1.4055], [-3.9097, 0.3931, 1.0875], [7.9424, -2.8703, 3.1704], [7.3112, -2.4734, 4.7774], [8.0542, -1.2241, 3.7919], [6.5551, -2.5565, 1.2159], [4.3347, -2.0363, 0.2722], [3.1258, -0.3709, 4.0124], [5.3399, -0.9320, 4.9759], [3.8663, 0.1686, -0.4594], [4.2777, 2.3556, -1.5028], [3.6952, 4.7317, -1.7421], [2.3740, 6.6861, -1.0334], [0.6588, 6.4466, 0.7210], [0.2709, 4.2888, 1.7931], [3.3614, 2.6841, 2.8256], [4.4109, 3.3648, 4.9137], [3.0884, 3.5753, 6.9822], [0.6561, 3.1906, 6.9335], [-1.3908, 2.7073, 5.6511], [-2.4232, 1.7455, 3.6630], [-2.3294, -0.7371, 3.8523], [-4.6291, -1.4227, 4.3996], [-6.8680, -1.9670, 3.5615], [-7.3907, -1.3859, 1.9721], [-7.4277, -0.3089, 3.3593], [-6.0082, 0.2643, 0.7289], [-3.6914, 0.9162, 0.1704], [-0.8826, -2.6482, 2.0692], [-1.0768, -2.0282, 0.8131], [-1.2623, -1.8097, -0.3173], [-1.7950, -2.6077, 2.6598], [-0.0939, -2.0799, 2.5984], [-0.5642, -3.6822, 1.9417], [2.7357, 0.3145, -2.9857], [1.9505, -0.8264, -2.2952], [2.7034, -2.1065, -1.8257], [0.8682, -0.3938, -1.0943], [0.6596, -1.2527, -3.3083], [-1.1738, 0.5174, -4.5637], [-1.4360, 1.8993, -5.2326], [-1.9344, 2.8249, -4.2434], [-0.8861, 3.1056, -3.2874], [-0.3421, 1.7728, -2.7031], [-1.2433, 0.6531, -3.0872], [-2.6231, 1.0398, -2.7116], [-3.0778, 2.2523, -3.5751], [-0.1765, 0.1599, -4.8387], [-1.9264, -0.2129, -4.8815], [-2.1680, 1.8081, -6.0376], [-0.5206, 2.3136, -5.6596], [-1.2897, 3.7456, -2.5017], [-0.0936, 3.6572, -3.7951], [-0.2995, 1.8284, -1.6118], [0.6611, 1.5638, -3.0885], [-2.6046, 1.3084, -1.6509], [-3.3064, 0.1926, -2.8542], [-3.5413, 3.0166, -2.9501], [-3.8028, 1.9513, -4.3346]],
  "mulliken_charge": [0.01, -0.86, -0.83, -0.31, -0.64, -0.86, 0.01, -0.75, -0.96, -0.08, 0.46, 0.37, 0.53, 0.26, 0.09, 0.62, 0.04, 0.56, 0.68, 0.61, 0.43, 0.43, 0.42, 0.23, -1.49, 1.02, -1.24, -0.13, 0.26, -0.40, -1.06, 0.96, -0.97, 1.51, -1.39, -1.21, 0.73, -0.95, -0.89, -0.85, -1.27, 1.09, -0.49, -0.57, 1.37, -1.00, -0.80, -0.76, -1.13, 0.56, -1.32, -0.98, 0.82, 1.44, -0.94, -0.05, -0.25, -1.15, 0.92, -1.57, -1.11, -0.93, 0.39, 0.39, 0.30, 0.40, 0.46, 0.55, 0.42, 0.60, 0.50, 0.53, 0.45, 0.50, 0.50, 0.42, 0.48, 0.43, 0.49, 0.46, 0.89, 0.91, 0.47, 0.41, 0.41, 0.30, 0.47, 0.49, -1.77, 0.91, 0.88, 0.37, 0.29, 0.56, -0.76, 1.12, -0.78, 2.17, -0.67, -0.69, -1.03, -0.10, -0.99, -0.23, 2.83, -0.23, -1.05, 0.45, -0.01, 0.39, 0.26, 0.39, 0.33, -0.81, 0.45, -0.36, 0.54, 0.41, 0.24],
  "total_charge": 2,
  "homo_ev": -12.3,
  "molar_mass_g_mol": 1021.02,
  "e_tot_ha": -7032.18650,
  "e_above_lowest_kcal_mol": 49.14,
  "max_force_ev_per_a": 3.35,
  "homo_lumo_gap_ev": 5.60
}



(2)
{
  "formula": "C48H55NaOP2SSi",
  "method": "ωB97M-V/def2-TZVPD",
  "symbols": ["Na", "O", "S", "C", "C", "C", "C", "C", "C", "P", "C", "C", "C", "C", "C", "C", "C", "C", "C", "C", "C", "C", "C", "C", "C", "C", "C", "C", "P", "C", "C", "C", "C", "C", "C", "C", "C", "C", "C", "C", "C", "H", "H", "H", "H", "H", "H", "H", "H", "H", "H", "H", "H", "H", "H", "H", "H", "H", "H", "H", "H", "H", "H", "H", "H", "H", "H", "H", "H", "C", "C", "C", "C", "Si", "C", "C", "C", "C", "C", "C", "C", "C", "H", "H", "H", "H", "H", "H", "H", "H", "H", "H", "H", "H", "H", "H", "H", "H", "H", "H", "H", "H", "H", "H", "H", "H", "H", "H", "H"],
  "xyz": [[0.5804, -1.4138, -0.6930], [2.6213, -1.3774, -0.7710], [2.9354, -0.0909, -0.0757], [3.9368, 0.8731, -1.2024], [5.2477, 0.5821, -1.5558], [5.9576, 1.4961, -2.3132], [5.3637, 2.6920, -2.6979], [4.0220, 2.9247, -2.4410], [3.2675, 1.9934, -1.7338], [1.4113, 1.9431, -1.6475], [0.9488, 2.2667, -3.3949], [1.1484, 3.4703, -4.0725], [0.7373, 3.6110, -5.3874], [0.0973, 2.5614, -6.0351], [-0.1167, 1.3659, -5.3688], [0.3188, 1.2161, -4.0602], [0.9981, 3.4953, -0.7811], [1.7219, 3.8440, 0.3602], [1.3323, 4.9255, 1.1332], [0.2121, 5.6646, 0.7826], [-0.5186, 5.3192, -0.3448], [-0.1386, 4.2308, -1.1157], [4.0303, -0.5316, 1.2937], [5.3725, -0.2368, 1.4765], [6.0302, -0.7190, 2.6001], [5.3496, -1.4741, 3.5423], [3.9879, -1.7007, 3.4004], [3.3087, -1.2088, 2.2937], [1.4798, -1.2208, 2.0930], [1.0938, 0.3934, 2.8770], [1.8439, 0.9810, 3.8946], [1.4558, 2.1997, 4.4302], [0.3138, 2.8407, 3.9662], [-0.4351, 2.2637, 2.9521], [-0.0392, 1.0524, 2.4051], [0.9486, -2.4333, 3.3517], [0.1477, -2.1182, 4.4434], [-0.3121, -3.1247, 5.2820], [0.0151, -4.4481, 5.0314], [0.8091, -4.7713, 3.9388], [1.2635, -3.7708, 3.0976], [5.6990, -0.3541, -1.2553], [6.9812, 1.2840, -2.5929], [5.9421, 3.4295, -3.2392], [3.5631, 3.8306, -2.8114], [1.6001, 4.3103, -3.5615], [0.9066, 4.5451, -5.9082], [-0.2451, 2.6792, -7.0551], [-0.6386, 0.5526, -5.8573], [0.1495, 0.2793, -3.5395], [2.5951, 3.2646, 0.6404], [1.9023, 5.1903, 2.0151], [-0.0956, 6.5059, 1.3903], [-1.3909, 5.8960, -0.6252], [-0.7283, 3.9454, -1.9770], [5.9134, 0.3737, 0.7708], [7.0817, -0.5023, 2.7363], [5.8743, -1.8595, 4.4069], [3.4433, -2.2472, 4.1600], [2.7332, 0.4925, 4.2718], [2.0413, 2.6488, 5.2230], [0.0141, 3.7885, 4.3948], [-1.3275, 2.7526, 2.5810], [-0.6134, 0.6166, 1.5953], [-0.1210, -1.0876, 4.6392], [-0.9350, -2.8742, 6.1310], [-0.3536, -5.2303, 5.6823], [1.0591, -5.8044, 3.7340], [1.8692, -4.0188, 2.2317], [-4.8315, 0.1982, -0.5517], [-3.3541, 0.2093, -0.9660], [-3.2505, 0.8497, -2.3527], [-2.5996, 1.1433, -0.0108], [-2.4603, -1.5672, -0.9199], [-3.0134, -2.5722, -2.5315], [-2.6628, -4.0552, -2.3652], [-2.2032, -2.0768, -3.7377], [-4.5092, -2.4734, -2.8747], [-3.0799, -2.5424, 0.6920], [-2.8920, -1.6446, 1.9206], [-4.5398, -3.0176, 0.6686], [-2.1899, -3.7711, 0.9327], [-5.2844, 1.1877, -0.7042], [-4.9433, -0.0501, 0.5055], [-5.4109, -0.5198, -1.1349], [-3.5818, 1.8957, -2.3053], [-3.8770, 0.3445, -3.0882], [-2.2184, 0.8457, -2.7092], [-3.0529, 2.1446, -0.0101], [-1.5541, 1.2512, -0.3187], [-2.6202, 0.7690, 1.0145], [-1.6515, -4.1763, -1.9659], [-2.7081, -4.5659, -3.3351], [-3.3624, -4.5644, -1.7001], [-1.1360, -2.2561, -3.5759], [-2.3424, -1.0104, -3.9145], [-2.5069, -2.6124, -4.6464], [-5.1377, -2.6455, -2.0003], [-4.7834, -3.2231, -3.6291], [-4.7629, -1.4940, -3.2828], [-3.5693, -0.7879, 1.9123], [-1.8625, -1.2753, 1.9759], [-3.0890, -2.2153, 2.8369], [-5.2348, -2.1804, 0.5955], [-4.7779, -3.5693, 1.5884], [-4.7273, -3.6894, -0.1708], [-1.1279, -3.5097, 0.8754], [-2.3792, -4.5661, 0.2144], [-2.3798, -4.1800, 1.9336]],
  "mulliken_charge": [0.69, -0.88, 1.48, 0.01, -0.74, -0.85, -0.86, -0.37, 0.04, 1.59, 0.33, -0.07, -0.85, -0.58, -0.41, -0.55, 0.31, -0.39, -0.60, -0.61, -0.74, -0.55, 0.06, -0.91, -0.87, -0.82, -0.36, -0.44, 1.26, 0.66, -0.62, -0.77, -0.91, -0.31, 0.81, 0.41, -0.50, -0.70, -0.52, -0.77, -0.36, 0.83, 0.40, 0.44, 0.30, 0.34, 0.41, 0.39, 0.48, 0.18, 0.16, 0.46, 0.39, 0.43, 0.44, 0.70, 0.40, 0.41, 0.46, 0.43, 0.40, 0.39, 0.57, -0.64, 0.38, 0.39, 0.38, 0.39, 0.41, -1.96, 3.01, -2.25, -1.77, -0.70, 2.65, -2.18, -1.73, -1.72, 2.62, -2.62, -1.78, -1.76, 0.52, 0.38, 0.27, 0.58, 0.34, 0.20, 0.60, -0.04, 0.09, 0.23, 0.61, 0.38, 0.21, 0.23, 0.54, 0.23, 0.51, 0.30, 0.34, 0.51, 0.66, 0.31, 0.50, 0.28, 0.09, 0.32, 0.50],
  "total_charge": 0,
  "homo_ev": -5.3,
  "molar_mass_g_mol": 793.06,
  "e_tot_ha": -3469.95646,
  "max_force_ev_per_a": 1.84,
  "homo_lumo_gap_ev": 5.10
}